Here is 5 unconnected molecules or ions with the total composition C5H21NO5 at a distorted geometry from the OMol25 dataset. Energies are from ωB97M-V with the def2-TZVPD basis set.

The calculation puts the energy above the lowest of the compared OMol25 structures with the same formula, charge and spin at 127.4 kJ/mol. As for the spin multiplicity: 1. Its gap between HOMO and LUMO is 9.883 eV. As for the HOMO energy: -9.338 eV. Its energy is -634.01337 hartree.

Each atom is followed by the atoms it is bonded to, with distances in Å.
Positions of all 32 atoms, in Å:
1 C -0.160 -1.614 -1.481  N2 1.485, H8 1.085, H9 1.096, H10 1.107
2 N 0.656 -0.579 -0.794  C1 1.485, C3 1.477, H11 1.010
3 C -0.148 0.375 -0.004  N2 1.477, C4 1.560, C7 1.539, H12 1.111
4 C 0.891 1.441 0.460  C3 1.560, C5 1.532, O6 1.469, H13 1.100
5 C 1.421 2.181 -0.772  C4 1.532, H14 1.091, H15 1.113, H16 1.082
6 O 1.923 0.792 1.280  C4 1.469, H17 0.964
7 C -1.049 -0.152 1.127  C3 1.539, H18 1.082, H19 1.126, H20 1.088
8 H -0.934 -2.037 -0.850  C1 1.085
9 H 0.458 -2.438 -1.856  C1 1.096
10 H -0.773 -1.196 -2.302  C1 1.107
11 H 1.315 -1.122 -0.255  N2 1.010
12 H -0.833 0.899 -0.706  C3 1.111
13 H 0.534 2.145 1.226  C4 1.100
14 H 2.133 2.953 -0.477  C5 1.091
15 H 0.524 2.778 -1.054  C5 1.113
16 H 1.929 1.593 -1.524  C5 1.082
17 H 2.406 0.168 0.725  O6 0.964
18 H -0.622 -0.070 2.118  C7 1.082
19 H -1.917 0.547 1.288  C7 1.126
20 H -1.402 -1.144 0.852  C7 1.088
21 H -1.059 2.182 -2.889  O23 0.964
22 H -0.620 0.657 -2.736  O23 0.974
23 O -1.342 1.301 -2.619  H21 0.964, H22 0.974
24 H -0.064 -4.323 0.762  O26 0.958
25 H 0.305 -3.033 1.614  O26 0.974
26 O -0.413 -3.603 1.287  H24 0.958, H25 0.974
27 H 1.351 -1.014 1.885  O29 0.967
28 H 2.103 -2.049 2.902  O29 0.956
29 O 1.669 -1.911 2.060  H27 0.967, H28 0.956
30 H -2.303 1.746 -0.855  O32 0.982
31 H -3.502 1.638 -0.143  O32 0.979
32 O -2.990 2.373 -0.540  H30 0.982, H31 0.979


Here is 2 unconnected molecules or ions with the total composition C13H30INO3Si at a distorted geometry from the OMol25 dataset. Energies are from ωB97M-V with the def2-TZVPD basis set.

As for the spin multiplicity: 1. Its gap between HOMO and LUMO is 9.759 eV. As for the HOMO energy: -9.439 eV. Its energy is -1380.89993 hartree.

Each atom is followed by the atoms it is bonded to, with distances in Å.
Positions of all 49 atoms, in Å:
1 C 4.273 -1.104 -0.740  C2 1.616, H14 1.139, H15 1.146, H16 1.153
2 C 3.630 -0.471 -2.080  C1 1.616, C3 1.593, H17 1.151, H18 1.155
3 C 4.122 1.019 -2.355  C2 1.593, O4 1.262, O5 1.418
4 O 5.337 1.280 -2.134  C3 1.262
5 O 3.312 2.102 -2.781  C3 1.418, C6 1.453
6 C 2.453 1.748 -3.899  O5 1.453, C7 1.619, H19 1.153, H20 1.138
7 C 0.937 2.128 -3.480  C6 1.619, Si8 1.917, H21 1.149, H22 1.156
8 Si 0.595 2.030 -1.596  C7 1.917, C9 1.936, C10 1.919, H23 1.484
9 C 0.447 3.814 -0.858  Si8 1.936, H24 1.149, H25 1.139, H26 1.144
10 C -1.014 1.104 -1.111  Si8 1.919, C11 1.606, H27 1.155, H28 1.156
11 C -1.697 0.255 -2.291  C10 1.606, C12 1.632, I13 2.181, H29 1.139
12 C -2.723 -0.800 -1.588  C11 1.632, H30 1.142, H31 1.147, H32 1.152
13 I -2.894 1.445 -3.672  C11 2.181
14 H 3.892 -2.172 -0.634  C1 1.139
15 H 5.412 -1.042 -0.853  C1 1.146
16 H 3.932 -0.439 0.138  C1 1.153
17 H 2.480 -0.509 -2.066  C2 1.151
18 H 3.933 -1.088 -3.009  C2 1.155
19 H 2.722 2.439 -4.782  C6 1.153
20 H 2.578 0.683 -4.283  C6 1.138
21 H 0.184 1.515 -4.094  C7 1.149
22 H 0.796 3.226 -3.813  C7 1.156
23 H 1.704 1.358 -0.874  Si8 1.484
24 H -0.458 4.366 -1.301  C9 1.149
25 H 0.348 3.796 0.277  C9 1.139
26 H 1.398 4.388 -1.127  C9 1.144
27 H -1.789 1.871 -0.729  C10 1.155
28 H -0.735 0.342 -0.288  C10 1.156
29 H -0.882 -0.276 -2.884  C11 1.139
30 H -2.458 -0.992 -0.494  C12 1.142
31 H -2.809 -1.768 -2.196  C12 1.147
32 H -3.773 -0.325 -1.581  C12 1.152
33 C -1.325 -1.368 5.175  C34 1.528, H39 1.091, H40 1.093, H41 1.092
34 C -2.705 -1.524 4.538  C33 1.528, C35 1.543, N38 1.468, H42 1.096
35 C -2.763 -2.614 3.447  C34 1.543, O36 1.425, H43 1.095, H44 1.097
36 O -2.182 -2.232 2.204  C35 1.425, C37 1.418
37 C -0.769 -2.345 2.155  O36 1.418, H45 1.094, H46 1.092, H47 1.092
38 N -3.142 -0.220 4.024  C34 1.468, H48 1.019, H49 1.021
39 H -0.627 -0.830 4.532  C33 1.091
40 H -1.401 -0.802 6.106  C33 1.093
41 H -0.892 -2.343 5.412  C33 1.092
42 H -3.394 -1.826 5.336  C34 1.096
43 H -3.817 -2.815 3.229  C35 1.095
44 H -2.333 -3.559 3.800  C35 1.097
45 H -0.404 -3.194 2.739  C37 1.094
46 H -0.308 -1.417 2.499  C37 1.092
47 H -0.477 -2.492 1.113  C37 1.092
48 H -4.102 -0.304 3.694  N38 1.019
49 H -2.611 -0.037 3.172  N38 1.021